Entry from the Open Molecules 2025 dataset: one molecule with the formula C6H8ClN at a distorted geometry (ωB97M-V/def2-TZVPD).

Output
SMILES: C=C/N=C\C=C(/C)Cl
M, g mol⁻¹: 129.6
Kohn-Sham gap, eV: 9.571
E_tot, eV: -20361.545
2S+1: 1
Highest occupied orbital energy, eV: -8.9914

Structure (XYZ):
```
16
Properties=species:S:1:pos:R:3:mulliken_charge:R:1
C -1.252 -0.931 -1.271 -0.801
C -1.666 -0.290 -0.201 -0.039
C -0.515 1.718 0.171 -0.176
C 0.922 1.370 -0.046 -0.588
C 1.470 0.201 0.310 0.809
C 0.960 -0.914 1.020 -1.100
N -1.520 1.066 0.085 -0.446
Cl 3.066 -0.321 -0.329 -0.224
H -1.738 -1.921 -1.415 0.255
H -2.170 -0.815 0.716 0.322
H -0.662 2.775 0.194 0.402
H -0.851 -0.516 -2.187 0.280
H 1.533 2.098 -0.580 0.364
H 0.034 -0.684 1.643 0.237
H 1.784 -1.241 1.686 0.435
H 0.604 -1.595 0.202 0.270
```

Entry from the Open Molecules 2025 dataset: one molecule with the formula C6H8ClNO3 at a distorted geometry (ωB97M-V/def2-TZVPD).

Output
M, g mol⁻¹: 177.6
Kohn-Sham gap, eV: 8.048
E_tot, eV: -26504.266
2S+1: 1
Highest occupied orbital energy, eV: -8.6931

Structure (XYZ):
```
19
Properties=species:S:1:pos:R:3:mulliken_charge:R:1
C 0.186 0.194 -2.219 0.078
C 1.054 0.282 -1.130 -0.156
C 2.472 0.282 -1.295 0.262
C -0.911 0.460 0.126 0.667
C -1.300 -0.943 2.223 -1.065
C -1.397 -0.824 0.671 -0.512
N 0.343 0.951 -0.066 -0.204
O 3.035 -0.245 -2.269 -0.619
O 3.197 0.780 -0.265 -0.535
O -1.035 0.154 -2.040 -0.556
Cl -2.061 1.845 0.460 -0.183
H 0.529 -0.199 -3.125 0.526
H -1.518 -0.037 2.834 0.292
H -0.246 -1.113 2.426 0.309
H -1.983 -1.700 2.646 0.343
H -2.395 -1.277 0.396 0.387
H -0.828 -1.661 0.194 0.307
H 2.578 1.020 0.498 0.377
H 0.280 2.031 -0.065 0.282
```

Entry from the Open Molecules 2025 dataset: a 2-piece molecular cluster, C6H8ClO3 overall at a distorted geometry (ωB97M-V/def2-TZVPD).

Output
Charge: -1
M, g mol⁻¹: 163.6
Kohn-Sham gap, eV: 6.698
E_tot, eV: -25015.137
2S+1: 1
Highest occupied orbital energy, eV: -3.2093

Structure (XYZ):
```
18
Properties=species:S:1:pos:R:3:mulliken_charge:R:1
C -0.898 -1.779 -1.120 -0.801
C -1.434 -0.747 -0.567 0.094
C -2.731 -0.344 -0.188 0.416
C 2.523 1.061 0.289 -1.109
C 1.297 0.218 -0.042 -0.569
C 0.047 0.853 0.511 0.695
O -3.660 -0.030 -0.928 -0.673
O -2.750 -0.177 1.223 -0.525
O -0.357 0.575 1.624 -0.644
Cl -0.308 2.379 -0.306 -0.254
H 0.230 -1.843 -1.453 0.060
H -1.269 -2.777 -1.388 0.304
H 2.383 1.537 1.348 0.259
H 3.365 0.237 0.473 0.261
H 2.700 1.781 -0.392 0.406
H 1.381 0.143 -1.185 0.242
H 1.458 -0.697 0.358 0.442
H -1.977 -0.391 1.743 0.395
```

Entry from the Open Molecules 2025 dataset: one molecule with the formula C6H8F2 at a distorted geometry (ωB97M-V/def2-TZVPD).

Output
M, g mol⁻¹: 118.1
Kohn-Sham gap (alpha / beta), eV: 6.869 / 8.951
E_tot, eV: -11781.358
2S+1: 1
Highest occupied orbital energy (alpha / beta), eV: -7.8692 / -9.1265

Structure (XYZ):
```
16
Properties=species:S:1:pos:R:3:mulliken_charge:R:1
C -1.647 -0.916 -0.071 -0.414
C -2.249 0.146 0.370 0.399
C -0.177 -1.361 -0.417 -0.446
C 0.677 -0.272 -0.202 0.606
C 0.945 0.742 -1.235 -1.369
C 1.250 0.120 1.163 -1.004
F -1.798 1.415 0.812 -0.251
F -3.560 0.306 0.442 -0.250
H -0.015 -2.156 0.280 0.320
H -0.231 -1.960 -1.261 0.495
H 1.046 0.499 -2.269 0.384
H 1.700 1.399 -0.916 0.374
H 0.043 1.401 -1.290 0.276
H 1.664 -0.816 1.756 0.289
H 0.308 0.576 1.740 0.220
H 2.046 0.876 1.097 0.373
```